17
Properties=species:S:1:pos:R:3:forces:R:3 method="wB97M-V/def2-TZVPD" homo_energy_ev=-10.0 e_above_lowest_kj_mol=260.5 largest_force_ev_per_a=4.75 homo_lumo_gap_ev=10.913 energy_ev=-13293.9197
O 0.39271 -0.82342 -2.86562 -0.09 -1.42 0.12
O -1.93224 0.83058 0.34319 -0.74 2.06 -1.29
N 0.75609 0.26577 -3.07944 -0.11 2.44 0.04
N 1.10883 3.16266 -1.69778 -0.22 0.98 0.72
N 1.66645 3.67172 -0.91299 0.21 0.03 0.15
N 1.00183 1.35551 -3.21309 0.20 -2.02 -0.98
C 0.78079 -1.65076 0.98007 0.34 2.45 -1.63
C 0.00364 -0.36291 1.30589 -1.08 -0.87 2.75
C -1.43330 -0.39313 0.66239 1.23 -0.38 4.57
H 0.14403 -2.48713 0.96708 -0.69 -1.23 0.30
H 0.52158 0.55120 1.04565 0.25 0.09 -0.18
H 1.10221 -1.47066 -0.05508 0.08 -0.54 -0.03
H 1.68328 -1.79097 1.53789 0.28 -0.20 0.64
H -2.17395 1.37892 1.10461 0.28 -0.62 -0.18
H -1.42578 -1.07829 -0.11883 -0.32 -0.78 -1.87
H -2.03254 -0.80021 1.51229 -0.03 -0.36 -0.87
H -0.16360 -0.35889 2.48378 0.41 0.38 -2.25

52
Properties=species:S:1:pos:R:3:forces:R:3 method="wB97M-V/def2-TZVPD" homo_energy_ev="-12.1 / -12.4" e_above_lowest_kj_mol=384.5 multiplicity=4 total_charge=+1 largest_force_ev_per_a=3.68 homo_lumo_gap_ev="6.394 / 6.307" energy_ev=-142573.8679
Mo 1.37263 0.61287 -0.72450 0.36 -2.74 -0.47
Ge -0.36848 1.06943 -4.38580 -0.74 -1.03 0.02
Cl -0.05337 -0.81497 -3.05206 -0.27 0.68 -0.41
Cl -0.20127 0.23907 -6.36435 -0.02 0.29 0.44
Cl -2.56904 1.31764 -3.95579 0.70 0.08 -0.37
P 0.59939 -0.31952 1.43839 -1.01 -0.80 1.86
O 0.64065 4.42420 -0.89611 0.24 -0.62 0.12
O 0.78853 2.19490 -0.66173 -0.56 3.61 0.45
N 2.28337 -1.13218 -0.68906 1.71 -2.26 -0.42
N 3.49101 -1.48890 -2.73081 0.03 -0.13 0.03
N 2.42962 0.61108 -2.41667 1.68 -1.01 -1.37
N 2.18222 -1.90099 0.42895 0.03 -0.49 0.74
N 2.84063 -2.97305 0.28177 -0.61 0.08 1.16
N 3.12119 0.15416 -4.45409 0.79 -1.54 0.32
N 2.51152 1.30483 -4.44110 -0.34 0.87 0.03
N 3.42881 -3.01755 -0.88944 0.69 0.45 -1.85
N -1.69981 1.78684 -0.86331 -0.50 0.09 -0.09
N -1.20125 3.09634 -0.98513 -0.05 -0.49 -0.08
N 2.09685 1.60197 -3.25453 -0.86 1.22 -0.03
C -1.32184 -3.93538 1.74396 0.03 -0.02 0.03
C 3.06458 -0.29565 -3.20645 -0.23 0.58 -0.03
C -0.51021 -2.85919 2.06721 0.06 0.23 -0.08
C 3.10440 -1.88694 -1.49283 -0.09 -0.27 0.48
C -1.00071 3.23462 2.66039 0.04 0.02 0.04
C 1.58503 -0.58760 2.94495 0.29 0.03 -0.17
C -2.75015 1.59627 2.87120 0.02 0.02 0.07
C -2.03217 -3.94936 0.55493 0.03 0.04 -0.04
C -2.30655 2.90300 2.99683 0.03 0.02 0.00
C -0.59043 0.94408 2.04164 0.28 0.10 -0.18
C -1.97683 -2.86272 -0.30453 -0.06 -0.03 -0.10
C -0.14456 2.25728 2.18464 0.14 -0.06 -0.01
C 0.12676 3.34559 -0.84811 -1.80 2.71 -0.34
C -1.89427 0.61421 2.39956 0.10 -0.11 -0.14
C -1.19498 -1.77256 0.02394 0.06 0.27 0.15
C -0.44636 -1.77586 1.19915 -0.07 0.19 -0.34
H -2.35791 1.74335 -0.08321 0.29 0.03 -0.06
H -1.39484 -4.77561 2.41552 0.06 -0.10 0.09
H 0.90758 -0.73317 3.78821 -0.06 0.10 -0.11
H 2.22414 -1.45980 2.82065 -0.03 0.11 0.03
H 2.19978 0.29219 3.13897 -0.02 -0.02 0.04
H -1.15901 -0.88887 -0.61487 -0.16 -0.28 0.02
H -0.64849 4.24801 2.77638 0.02 0.11 0.00
H -2.62021 -4.81406 0.29191 -0.12 -0.07 0.00
H -2.20281 1.53349 -1.71883 0.21 0.13 0.26
H -2.53587 -2.86957 -1.22747 -0.06 0.01 -0.09
H -2.97515 3.66087 3.37247 -0.07 0.11 0.03
H 0.88212 2.51689 1.91616 -0.22 0.04 0.14
H 4.01269 -2.12586 -3.31833 -0.05 0.06 -0.01
H -1.81136 3.87453 -1.21186 0.22 -0.09 0.12
H -3.75719 1.33602 3.15951 -0.10 -0.02 0.00
H -2.23739 -0.40497 2.29664 -0.07 -0.03 0.03
H 0.06903 -2.86939 2.97703 0.06 -0.05 0.11

52
Properties=species:S:1:pos:R:3:forces:R:3 method="wB97M-V/def2-TZVPD" homo_energy_ev=-10.0 e_above_lowest_kj_mol=237.9 largest_force_ev_per_a=3.46 homo_lumo_gap_ev=10.037 energy_ev=-453341.4152
Br -4.38919 3.72820 -2.69082 0.01 -1.20 -0.29
Br -7.10897 1.72446 -4.19981 0.54 -0.31 0.56
Br 1.32823 -6.59501 6.53766 0.53 -0.14 -0.37
Br 2.57336 4.06559 -3.54122 0.59 0.84 -0.93
Br 3.71852 7.54975 -6.60294 0.06 -0.53 0.14
Br 3.73530 -5.01817 2.88237 -0.30 -0.03 0.47
O -1.55683 -0.87680 1.84676 0.66 0.23 -0.33
O -2.24943 -2.49118 -5.65176 0.66 -0.58 -0.70
O -3.48033 -3.64610 6.29153 -0.75 -0.60 -0.92
O -1.08926 -3.18654 -4.04315 1.81 -0.29 2.15
O 5.90889 5.85151 1.21010 1.10 2.00 -0.41
O 5.35985 4.11881 2.21972 0.65 0.04 1.55
O -4.55155 -1.84434 6.65498 -1.17 -1.95 -1.71
O -0.90139 1.17936 2.03576 -0.38 -0.38 0.15
N -4.48663 -2.98166 6.12903 0.63 1.76 2.67
N 5.83539 5.25244 2.24331 -2.12 -2.44 -0.63
N -0.77985 0.03454 1.64427 1.29 0.64 -0.64
N -1.49632 -3.32446 -5.14267 -3.17 1.03 -0.95
C -5.63942 0.99124 -3.13388 1.96 0.88 0.02
C 2.97443 5.86947 -5.94722 -0.21 -1.20 0.32
C -1.34036 -4.61961 -5.83896 0.51 0.66 -0.70
C -4.27726 1.82769 -3.26823 -0.88 -0.78 -0.14
C 3.07606 5.80919 -4.43132 -1.13 0.78 0.82
C -5.64375 -3.58868 5.32081 1.72 0.30 -0.33
C 0.51086 -0.16370 0.79653 -0.02 -0.96 0.25
C 2.52362 -6.52625 4.99498 -0.53 0.01 -1.66
C 6.09353 5.92508 3.53142 1.40 1.14 0.43
C 2.42805 -5.14889 4.36405 0.72 0.75 0.58
H 6.97750 6.54461 3.38011 -0.23 0.29 -0.36
H 1.49889 -4.77486 3.93412 -0.12 -0.76 0.16
H 2.20868 -7.23366 4.22786 -0.37 -0.32 0.43
H -5.44193 -0.03106 -3.45634 -0.01 0.18 -0.46
H -5.86708 0.88028 -2.07371 -0.54 0.56 -0.15
H -2.30794 -5.12116 -5.82065 0.27 -0.12 0.46
H 0.25580 -0.44193 -0.22604 -0.38 0.40 0.11
H 2.70719 -4.44378 5.14700 0.27 0.30 -0.37
H 4.03956 6.17599 -4.07745 0.10 -0.68 -0.03
H -6.62535 -3.16796 5.53887 0.49 0.11 0.12
H 6.40267 5.32560 4.38766 -0.78 -0.76 -0.50
H -1.17939 -4.33320 -6.87827 0.32 -0.32 0.04
H 2.33417 6.45263 -3.95837 0.08 0.11 -0.20
H 5.25113 6.58039 3.75282 -0.02 -0.29 -0.08
H 3.56809 -6.78034 5.17557 -0.22 0.21 0.77
H -5.24621 -3.35881 4.33226 -0.73 0.18 -0.32
H 3.46637 4.96092 -6.29455 0.57 0.52 -0.62
H -3.48601 1.32329 -2.71360 -0.34 0.21 0.73
H -5.55363 -4.67275 5.38964 -0.17 0.21 0.49
H 1.17389 0.69909 0.86039 -0.72 0.19 0.00
H 1.97257 5.81962 -6.37373 -0.05 0.15 0.51
H 1.09548 -1.01079 1.15538 -0.45 -0.13 0.45
H -3.83267 1.78971 -4.26271 -0.72 0.44 -0.28
H -0.48732 -5.09779 -5.35753 -0.40 -0.36 -0.28

85
Properties=species:S:1:pos:R:3:forces:R:3 method="wB97M-V/def2-TZVPD" homo_energy_ev=-9.5 total_charge=+1 largest_force_ev_per_a=1.62 homo_lumo_gap_ev=7.386 energy_ev=-108609.7300
Pb 0.12346 -0.86716 -0.39497 -0.23 0.04 -1.14
S 1.00273 -3.06180 0.77849 0.08 -0.46 0.11
S 1.92408 1.01108 0.54101 0.15 0.80 0.24
S 3.69889 -1.20413 1.68793 0.02 0.26 0.60
S 3.03287 -3.03264 1.17982 0.22 -0.45 0.10
P -0.88425 -0.66913 2.22877 -0.01 -0.23 1.60
Si 1.63040 4.15580 -0.26607 -0.31 -0.06 -0.20
O 1.65994 -1.53178 -2.34657 -0.15 0.17 0.02
O -0.76841 0.05281 -2.78363 0.09 -0.18 -0.05
O -0.91557 -2.63695 -2.30064 0.23 0.29 -0.07
N -1.84471 0.68935 2.62944 -0.15 -0.16 0.33
N -1.95437 1.17545 0.39672 -0.02 0.01 0.33
N 2.59173 -3.56206 -2.61646 0.10 0.05 -0.08
N -2.34160 0.05147 -4.36942 0.04 0.17 -0.20
C -1.71466 -3.12679 3.16317 0.03 0.13 -0.02
C -1.38814 -1.47201 4.88795 0.00 -0.07 -0.14
C 2.47865 -4.99884 -2.74196 -0.25 -0.30 0.05
C -2.43558 1.40402 1.61769 -0.12 0.36 -0.32
C -3.43836 2.34752 1.86669 -0.03 -0.05 0.00
C 3.48180 4.28523 -0.66162 -0.71 -0.10 0.17
C -1.83365 -2.07031 -3.21099 -0.09 -0.04 0.07
C -2.45829 1.86525 -0.62073 -0.31 0.26 -0.13
C 1.58427 -1.07984 3.33512 -0.56 0.26 -0.06
C 3.30273 0.62052 3.68557 -0.05 0.35 0.07
C -1.37117 -1.83518 3.54239 0.04 0.12 -0.33
C 1.21258 4.95058 1.41459 0.19 -0.36 -0.62
C 0.56278 4.93134 -1.64460 0.47 -0.16 0.53
C -2.06784 -3.70029 5.46298 0.04 -0.08 -0.09
C -3.95881 3.04894 0.80129 0.14 -0.22 0.04
C 2.48502 1.54285 3.18286 0.34 0.05 0.17
C -1.73842 -2.40852 5.84299 -0.01 0.11 0.14
C 0.77437 -0.16174 2.78866 -0.21 -0.61 0.20
C 1.31977 1.15315 2.34556 0.19 -0.04 -0.54
C 1.54490 -2.73900 -2.57029 -0.13 -0.10 0.15
C 0.17315 -3.38358 -2.81445 0.00 -0.26 0.07
C -2.05858 -4.05986 4.12536 -0.05 -0.09 0.08
C -3.45999 2.80244 -0.47634 -0.05 0.03 -0.11
C -1.61131 -0.56389 -3.42359 0.10 0.00 -0.03
C 3.02698 -0.81469 3.45896 0.50 -0.50 -0.68
C -3.61503 -0.39532 -4.88487 -0.19 -0.11 0.01
C -2.03626 1.43878 -4.67516 0.23 0.12 0.08
C 1.00246 2.33187 -0.32171 0.48 0.31 0.52
C 3.92538 -3.04625 -2.37813 0.20 0.31 0.01
H -4.74751 3.77091 0.95694 -0.01 0.06 0.01
H 2.03497 -5.42406 -1.83791 0.04 -0.09 -0.02
H -0.49982 4.82905 -1.43985 -0.16 -0.06 0.13
H -1.68306 -3.39290 2.11542 -0.02 -0.09 0.00
H -1.10762 -0.46955 5.18359 0.07 0.05 0.08
H 1.01109 1.99583 -1.35869 -0.06 0.04 -0.21
H -0.02366 2.28011 0.03117 -0.11 0.14 -0.13
H -1.78667 -2.58434 -4.17895 -0.08 0.06 0.10
H 3.84524 -1.99359 -2.12068 0.10 -0.07 0.01
H 0.54469 1.91922 2.29689 0.06 0.04 0.06
H -2.82347 -2.23975 -2.77040 0.05 0.09 -0.20
H -2.11327 1.58709 -5.75263 -0.07 0.03 0.04
H 4.39176 -3.58603 -1.55284 -0.03 0.03 -0.05
H 4.09156 3.75126 0.06127 0.05 -0.11 0.16
H 1.87858 -5.28459 -3.60452 0.04 -0.06 -0.04
H 3.79655 5.32491 -0.65727 0.01 0.19 0.02
H -2.30941 -5.06856 3.83604 -0.03 -0.10 -0.04
H 0.76010 4.45994 -2.60349 0.09 -0.12 -0.14
H -1.74336 -2.13988 6.88934 0.00 0.04 0.06
H 3.56499 -1.47979 4.12793 -0.13 0.02 0.09
H -3.84500 3.33071 -1.33305 -0.01 0.07 -0.10
H -2.31658 -4.43318 6.21426 -0.06 -0.07 0.09
H 0.14566 -4.34879 -2.30016 -0.01 0.09 -0.18
H 0.05691 -3.54138 -3.89327 0.03 -0.09 0.06
H 2.66281 2.59310 3.34660 0.07 0.17 0.02
H 1.38728 6.02080 1.36608 0.07 0.22 -0.04
H 0.77247 5.98948 -1.75374 0.05 0.26 -0.02
H -3.78199 2.49838 2.87844 -0.10 0.08 0.08
H 3.47412 -5.41746 -2.86193 -0.03 0.02 -0.06
H 1.83008 4.56169 2.21810 0.15 -0.10 0.14
H -2.72615 2.11580 -4.16490 -0.02 0.04 -0.04
H 0.17158 4.80804 1.69158 -0.20 -0.08 -0.04
H -3.73629 -1.47155 -4.82562 0.05 -0.09 -0.01
H -2.27440 0.74511 3.54552 0.11 0.05 -0.18
H -3.69912 -0.08673 -5.92646 -0.04 -0.11 0.00
H 3.70345 3.88097 -1.64517 -0.02 -0.09 -0.17
H -4.42438 0.07745 -4.31936 -0.06 -0.06 -0.08
H 4.15740 0.88610 4.28836 0.12 0.11 -0.05
H -2.00581 1.64984 -1.57866 -0.02 0.04 -0.17
H 4.52949 -3.15317 -3.28050 0.04 -0.02 0.03
H -1.01975 1.66013 -4.35393 -0.15 0.01 -0.05
H 1.21258 -2.05733 3.60461 -0.02 -0.09 -0.02